{
  "formula": "C28H39BrN5O6PSSr",
  "method": "ωB97M-V/def2-TZVPD",
  "species": ["Sr", "Br", "C", "C", "C", "C", "C", "N", "C", "O", "O", "H", "H", "H", "O", "C", "O", "C", "C", "C", "N", "C", "C", "C", "O", "O", "H", "H", "H", "S", "C", "N", "C", "C", "N", "H", "H", "H", "H", "H", "H", "C", "C", "C", "C", "P", "N", "C", "C", "C", "C", "C", "C", "C", "C", "H", "H", "H", "H", "H", "H", "H", "H", "H", "H", "H", "H", "H", "H", "H", "H", "H", "H", "H", "H", "H", "H", "H", "H", "H", "H", "H"],
  "coordinates": [[-0.942, 0.372, 1.466], [-3.714, -1.284, 3.813], [-2.068, -0.821, 4.641], [-1.797, -1.318, 5.904], [-0.640, -0.877, 6.527], [0.180, 0.039, 5.889], [-0.156, 0.445, 4.608], [-1.266, -0.001, 3.979], [0.757, 1.444, 3.856], [1.585, 2.055, 4.546], [0.555, 1.523, 2.605], [-2.478, -2.013, 6.373], [-0.394, -1.240, 7.518], [1.068, 0.458, 6.340], [-4.211, -5.969, -0.248], [-4.517, -4.828, -0.670], [-5.381, -4.477, -1.502], [-3.657, -3.681, -0.101], [-2.568, -3.963, 0.720], [-1.810, -2.915, 1.209], [-2.090, -1.633, 0.948], [-3.157, -1.347, 0.174], [-3.943, -2.350, -0.375], [-3.516, 0.150, -0.056], [-4.458, 0.393, -0.801], [-2.804, 1.009, 0.599], [-2.348, -4.996, 0.953], [-0.947, -3.095, 1.845], [-4.782, -2.092, -1.007], [-1.935, 3.655, 4.540], [-0.942, 3.961, 3.220], [0.356, 4.364, 3.275], [1.015, 4.244, 1.966], [-0.162, 4.013, 1.002], [-1.301, 3.879, 1.922], [0.860, 3.998, 4.073], [1.692, 3.394, 1.965], [1.566, 5.152, 1.725], [-0.022, 3.107, 0.409], [-0.313, 4.855, 0.328], [-2.118, 3.349, 1.651], [1.466, -2.620, -0.725], [2.242, -1.552, -1.521], [2.812, -2.168, -2.800], [3.409, -1.132, -0.610], [1.100, -0.027, -1.690], [0.373, 0.301, -0.379], [2.219, 1.444, -2.231], [2.866, 2.019, -0.954], [1.269, 2.544, -2.739], [3.295, 1.197, -3.293], [-0.091, -0.377, -3.125], [0.483, -0.351, -4.545], [-0.705, -1.765, -2.864], [-1.254, 0.631, -3.009], [2.178, -3.286, -0.219], [0.823, -3.239, -1.349], [0.841, -2.142, 0.033], [3.528, -2.957, -2.527], [3.344, -1.443, -3.418], [2.040, -2.634, -3.411], [3.930, -2.032, -0.263], [3.046, -0.586, 0.265], [4.140, -0.512, -1.127], [2.169, 1.944, -0.112], [3.116, 3.078, -1.119], [3.788, 1.506, -0.677], [0.413, 2.660, -2.071], [0.895, 2.344, -3.744], [1.811, 3.497, -2.773], [4.085, 0.534, -2.936], [3.771, 2.155, -3.554], [2.889, 0.773, -4.214], [1.328, -1.030, -4.672], [0.804, 0.647, -4.845], [-0.300, -0.665, -5.248], [-0.015, -2.577, -3.091], [-1.584, -1.892, -3.505], [-1.039, -1.869, -1.828], [-1.045, 1.573, -3.518], [-1.477, 0.848, -1.963], [-2.158, 0.202, -3.457]],
  "lowdin_charge": [1.408, 0.826, -0.713, -0.117, -0.059, -0.006, -0.179, 0.007, -0.625, -0.004, -0.260, 0.093, 0.102, 0.114, -0.080, -0.694, -0.059, -0.101, -0.009, -0.171, -0.091, -0.205, 0.053, -0.627, 0.022, -0.318, 0.106, 0.106, 0.122, 0.534, -0.919, 0.016, -0.148, -0.132, 0.027, 0.095, 0.093, 0.102, 0.084, 0.107, 0.115, -0.108, -0.592, -0.095, -0.110, 0.765, -0.445, -0.585, -0.111, -0.111, -0.099, -0.588, -0.094, -0.090, -0.093, 0.076, 0.063, 0.046, 0.080, 0.054, 0.057, 0.074, 0.079, 0.051, 0.050, 0.074, 0.057, 0.068, 0.052, 0.075, 0.053, 0.079, 0.056, 0.054, 0.051, 0.084, 0.055, 0.087, 0.071, 0.059, 0.054, 0.085],
  "de_lowest_kj_mol": 148.4,
  "mol_weight_g_mol": 772.214,
  "total_energy_ha": -5160.103755,
  "homo_lumo_gap_ev": 6.58,
  "charge": -2
}